No. 1
Here is a 2-piece molecular cluster, C4H16N3O overall from the Open Molecules 2025 dataset. Energies are from wB97M-V/def2-TZVPD.

Structure (XYZ):
```
24
Properties=species:S:1:pos:R:3:forces:R:3
C 1.219168 -1.857813 0.399634 0.201 -0.237 -0.282
N 1.906821 -2.556842 -0.682215 -0.279 0.154 -0.022
C 1.944077 -0.548059 0.636750 0.585 0.107 -0.206
N 1.366667 0.182852 1.805507 -0.146 -0.129 0.393
H 1.299528 -2.485721 1.287919 -0.013 0.021 0.138
H 0.155101 -1.687982 0.215860 -0.134 0.128 0.020
H 1.504050 -3.477552 -0.811771 0.129 -0.053 0.090
H 1.767761 -2.074768 -1.564148 0.055 0.031 0.004
H 1.911216 0.117629 -0.229334 -0.227 -0.047 0.109
H 3.002955 -0.739563 0.833404 -0.198 -0.042 0.092
H 1.936019 0.976856 2.098443 0.123 -0.074 -0.074
H 0.415153 0.569277 1.591260 -0.063 0.043 -0.260
H 1.294731 -0.454724 2.603063 0.008 0.152 -0.032
C -1.400826 1.220391 -2.225928 0.025 -0.036 0.263
N -2.233155 1.514281 -1.058855 0.016 -0.362 0.062
C -1.947887 0.708863 0.089297 -0.051 0.184 -0.272
O -0.883596 1.341087 0.838210 0.003 -0.133 -0.117
H -0.359336 1.458040 -1.994380 -0.089 0.003 -0.097
H -1.718923 1.836640 -3.056760 0.029 0.131 -0.126
H -1.466991 0.170251 -2.527342 0.039 -0.057 -0.039
H -3.216336 1.468174 -1.291816 0.033 0.107 0.049
H -2.832029 0.651629 0.718776 -0.064 -0.092 0.047
H -1.588380 -0.301359 -0.160863 -0.049 0.144 0.117
H -0.993595 2.280747 0.633195 0.067 0.059 0.142
```
Positions in Å, forces in eV/Å.

Calculated values
- LUMO level: -3.07 eV
- Gap between HOMO and LUMO: 9.8608 eV
- Net charge: +1
- HOMO: -0.47526 Eh

=====

No. 2
Here is a 2-piece molecular cluster, C4H16N3O overall from the Open Molecules 2025 dataset. Energies are from wB97M-V/def2-TZVPD.

Structure (XYZ):
```
24
Properties=species:S:1:pos:R:3:forces:R:3
C 2.599958 -0.921046 1.216667 -0.466 0.159 -0.117
N 2.757618 -2.354371 1.413565 0.292 0.491 -0.123
C 1.275188 -0.613218 0.509237 0.020 -0.530 -0.006
N 0.930443 0.824888 0.699042 -0.202 1.223 -0.227
H 3.395731 -0.442439 0.630245 0.124 0.004 0.125
H 2.552149 -0.426069 2.189494 0.151 -0.104 0.106
H 3.004770 -2.762574 0.519576 0.027 -0.298 0.069
H 3.551414 -2.510351 2.034381 -0.269 -0.119 -0.146
H 0.461153 -1.219647 0.903751 0.045 0.091 0.213
H 1.298707 -0.818970 -0.559369 0.201 0.157 -0.056
H 0.427728 1.271099 -0.136631 -0.059 -0.586 0.250
H 0.383470 0.981440 1.544571 -0.263 -0.191 -0.063
H 1.747611 1.419135 0.849401 0.347 -0.259 -0.159
C -1.548507 0.576471 -1.601148 0.500 0.386 -0.836
O -0.468872 1.559826 -1.566774 0.059 -0.350 0.411
C -2.459192 0.791138 -0.422734 0.139 -0.104 0.165
N -3.669709 0.009859 -0.639803 0.036 0.302 0.340
H -2.082883 0.727319 -2.540738 -0.195 0.023 0.094
H -1.123969 -0.428261 -1.648529 -0.101 -0.074 0.235
H 0.010964 1.526163 -2.403408 -0.106 0.069 0.035
H -1.975398 0.419819 0.487965 -0.047 -0.114 0.013
H -2.599133 1.865141 -0.256933 -0.119 0.070 -0.225
H -4.211202 0.405733 -1.396954 0.022 0.025 -0.218
H -4.258039 0.118916 0.175124 -0.136 -0.269 0.119
```
Positions in Å, forces in eV/Å.

Calculated values
- LUMO level: -3.15 eV
- Gap between HOMO and LUMO: 9.7342 eV
- Net charge: +1
- HOMO: -0.47356 Eh

=====

No. 3
Here is a 4-piece molecular cluster, C4H16N8O4 overall from the Open Molecules 2025 dataset. Energies are from wB97M-V/def2-TZVPD.

Structure (XYZ):
```
32
Properties=species:S:1:pos:R:3:forces:R:3
N 22.082680 -11.556960 16.229150 -6.025 -4.805 0.082
C 23.110280 -10.833900 16.460150 -0.246 -1.748 0.806
N 23.178310 -10.063170 15.466310 2.757 6.629 -5.327
O 23.867200 -10.975960 17.341250 3.311 0.051 4.001
H 21.748290 -12.281980 16.847720 0.208 0.246 -0.192
H 21.602980 -11.377470 15.358650 -0.393 -0.816 0.733
H 22.467010 -10.022830 14.750410 0.650 0.417 0.281
H 23.936520 -9.395930 15.463530 -0.249 0.031 -0.384
N 29.950430 -1.631710 17.426030 -1.457 0.587 -0.265
C 31.032340 -2.303760 17.767810 2.649 4.627 1.444
N 30.844570 -3.565750 17.530620 0.932 -3.846 0.018
O 32.015430 -1.682190 18.208330 -0.267 -1.673 -0.158
H 30.029490 -0.630770 17.535400 -0.782 -0.254 -0.673
H 29.381610 -2.284210 16.905670 -1.210 2.064 -0.480
H 29.864240 -3.791030 17.439470 0.589 -1.089 0.333
H 31.515560 -4.167720 17.986130 -0.479 -0.429 -0.239
N 27.104670 -3.361240 12.002220 1.622 0.029 -1.257
C 26.245700 -3.534430 12.981830 -3.055 2.873 -1.023
N 25.206570 -2.620080 12.883550 -0.598 0.460 0.131
O 26.225770 -4.306860 13.856460 1.067 -3.219 3.432
H 26.640590 -2.906020 11.229240 1.311 -0.377 -0.489
H 27.893080 -3.992470 11.994650 -0.225 0.175 -0.782
H 25.038580 -2.072740 12.051500 -0.143 -0.033 0.462
H 24.493150 -2.715310 13.592120 0.033 0.089 -0.448
N 30.991050 -9.700250 12.589570 0.190 -2.153 3.306
C 30.589000 -9.219500 11.443830 -4.065 -0.069 2.101
N 31.568830 -8.759320 10.807300 4.960 2.882 -5.006
O 29.408810 -9.106360 11.183940 -1.200 -0.195 -1.107
H 30.223980 -10.056630 13.141560 0.735 -0.014 0.523
H 31.950530 -9.560250 12.872230 -0.659 -0.473 0.620
H 32.502830 -8.849840 11.180870 -0.241 0.224 -0.599
H 31.397200 -8.204360 9.981060 0.280 -0.192 0.157
```
Positions in Å, forces in eV/Å.

Calculated values
- LUMO level: 0.43 eV
- SMILES string: NC(N)=O.NC(N)=O.NC(N)=O.NC(N)=O
- Gap between HOMO and LUMO: 10.0302 eV
- HOMO: -0.35269 Eh

=====

No. 4
Here is C4H16N8O4Sn as an isolated structure from the Open Molecules 2025 dataset. Energies are from wB97M-V/def2-TZVPD.

Structure (XYZ):
```
33
Properties=species:S:1:pos:R:3:forces:R:3
Sn -16.740393 12.717873 22.623924 -1.934 2.964 13.652
C -17.353434 10.326622 21.506013 -0.999 -1.679 -4.435
O -17.199612 11.035517 22.458474 -8.879 -9.680 4.021
N -18.407241 9.643354 21.278012 -2.617 -2.179 -0.444
N -16.520425 10.391365 20.470582 -0.937 -1.570 -2.644
H -18.470579 9.253069 20.348619 -0.574 -0.455 0.379
H -19.139318 9.503750 21.959693 0.040 0.033 -0.089
H -16.619491 9.957539 19.563894 -0.416 -0.284 0.283
H -15.688875 10.943866 20.623494 -7.322 -5.937 -4.446
C -15.482875 14.703487 21.327430 3.593 2.927 0.657
O -16.479150 13.971060 21.207090 4.192 -0.851 -13.424
N -14.254170 14.235725 21.244700 2.030 2.737 1.675
N -15.546008 15.973666 21.744336 -1.953 0.756 -0.248
H -13.471316 14.860980 21.372425 -0.160 0.072 0.173
H -14.142580 13.348446 20.775255 1.541 1.132 0.513
H -16.471202 16.310895 21.968843 0.309 0.328 -0.436
H -14.800270 16.632629 21.916796 0.270 -0.548 -0.337
C -17.466973 15.239578 23.544863 -1.990 0.068 3.093
O -17.239283 14.405625 22.662518 -9.744 13.764 7.797
N -18.302235 16.255830 23.528559 -1.728 3.217 -2.500
N -17.058030 15.184304 24.786547 2.982 -2.145 0.814
H -18.894988 16.502291 22.748820 0.151 -0.151 -0.205
H -17.837518 17.042611 23.958805 -0.894 0.473 0.163
H -16.531316 14.335108 24.933331 0.475 0.120 1.109
H -17.301235 15.867316 25.489714 0.006 -0.552 0.019
C -14.869277 11.555692 21.025504 10.367 3.668 1.569
O -15.529619 11.629367 22.000366 11.930 -2.182 0.693
N -14.818012 12.452854 20.111184 -0.868 -1.180 -6.005
N -14.013785 10.626375 20.827567 3.993 -3.484 0.216
H -15.608110 13.081682 20.131649 -0.697 0.259 -1.250
H -14.312666 12.126574 19.299846 -0.566 0.833 -0.675
H -13.469197 10.627280 19.976966 0.202 -0.481 0.362
H -13.956047 9.836891 21.454858 0.198 0.007 -0.048
```
Positions in Å, forces in eV/Å.

Calculated values
- LUMO level: -6.43 eV
- Gap between HOMO and LUMO: 5.9971 eV
- Net charge: +2
- HOMO: -0.45686 Eh

=====

No. 5
Here is C4H16NNaO7 as an isolated structure from the Open Molecules 2025 dataset. Energies are from wB97M-V/def2-TZVPD.

Structure (XYZ):
```
29
Properties=species:S:1:pos:R:3:forces:R:3
Na 0.371912 -0.170342 -0.162185 -0.204 0.334 -0.232
N -2.303418 2.958438 -2.067765 -3.797 1.787 -3.490
O -2.099948 2.355268 -1.034725 1.055 -1.892 1.994
O -3.277708 2.787758 -2.832415 -2.423 -3.766 0.565
O -1.729678 3.925738 -2.467035 5.547 3.384 1.135
C -2.240928 -2.855342 -1.426875 1.197 -0.420 0.253
O -0.876138 -3.125972 -1.768355 0.759 0.259 -0.143
H -2.315128 -1.772732 -1.324145 -0.570 -0.048 -0.434
H -2.847788 -3.323452 -2.201915 -0.612 0.501 0.437
H -2.356188 -3.281262 -0.430175 -0.751 -0.159 -0.079
H -0.832368 -3.825912 -2.423925 -0.012 0.077 0.078
C 2.682272 0.345308 3.157255 0.034 0.272 0.096
O 3.228942 -0.046422 1.903365 -0.266 -0.283 -0.063
H 1.628882 0.067708 3.194855 0.036 0.035 -0.162
H 3.173512 -0.143082 3.998825 0.099 -0.066 -0.006
H 2.780892 1.425838 3.261305 -0.180 0.064 0.229
H 4.171922 0.128948 1.943805 0.059 -0.029 -0.183
C 3.356972 2.207018 -2.572315 1.112 0.741 0.397
O 2.101402 1.617778 -2.653775 -0.706 -0.685 0.221
H 4.105082 1.728628 -3.204435 0.005 -0.076 -0.164
H 3.347172 3.278248 -2.773415 -0.185 0.103 -0.362
H 3.728312 2.157448 -1.548725 -0.191 -0.354 0.117
H 1.802382 1.636738 -3.565815 -0.153 0.118 -0.002
C -2.861078 -1.122322 2.834165 -1.119 0.307 0.169
O -1.569128 -1.564112 2.484725 0.366 -0.139 -0.434
H -2.865748 -0.623892 3.803515 0.052 0.120 0.014
H -3.274108 -0.449522 2.082595 0.523 0.235 -0.056
H -3.611418 -1.912162 2.869475 0.224 -0.424 0.104
H -1.418898 -2.404342 2.924105 0.104 0.002 0.004
```
Positions in Å, forces in eV/Å.

Calculated values
- LUMO level: -1.15 eV
- Gap between HOMO and LUMO: 4.9577 eV
- HOMO: -0.22462 Eh

=====

No. 6
Here is a 3-piece molecular cluster, C4H16NO3 overall from the Open Molecules 2025 dataset. Energies are from wB97M-V/def2-TZVPD.

Structure (XYZ):
```
24
Properties=species:S:1:pos:R:3:forces:R:3
C 1.483873 -0.590420 1.911289 0.792 -0.459 0.907
C -0.032947 -0.494204 1.762640 -1.422 1.457 1.783
C -0.847556 -0.427524 0.443902 0.862 0.858 -0.499
C -0.496517 -1.580075 -0.510797 -0.968 2.831 -3.351
O 0.897859 -1.564333 -0.739259 1.354 -0.511 -1.497
N 2.148946 0.419360 1.008359 0.660 -1.336 0.816
H 1.899554 -1.625645 1.799451 -0.496 1.042 -0.794
H 1.809609 -0.397881 2.987474 -0.666 0.373 -1.316
H -0.305117 -1.371260 2.381009 -0.717 0.493 -0.198
H -0.383926 0.501438 2.269224 0.749 -1.906 -0.302
H -0.953700 0.663683 0.101089 2.031 -1.294 -0.611
H -1.902840 -0.322070 0.574826 -1.185 -1.525 1.216
H -0.878772 -2.502782 -0.199023 -0.124 -1.547 1.143
H -1.007173 -1.465678 -1.544301 0.454 0.223 1.545
H 1.163982 -1.739858 -1.698686 -0.928 0.299 2.048
H 1.567189 0.374476 0.160715 0.213 0.859 -0.264
H 3.116925 0.097892 0.747407 -0.150 0.116 0.029
H 2.293547 1.329486 1.551765 -0.443 0.049 -0.663
H -2.076566 -0.340288 -5.526836 -1.133 -0.552 -0.770
H -1.824199 1.120747 -5.073273 -0.618 0.699 -0.217
O -1.495212 0.237260 -5.078774 1.756 -0.159 1.002
H -1.785401 2.997602 0.258409 -1.646 0.269 -1.382
H -1.278257 3.690778 1.519993 -0.161 0.268 0.104
O -1.113302 2.989297 0.893398 1.788 -0.546 1.270
```
Positions in Å, forces in eV/Å.

Calculated values
- 2S+1: 2
- LUMO level (spin up / spin down): 0.50 / 0.38 eV
- Gap between HOMO and LUMO (spin up / spin down): 3.4589 / 11.0915 eV
- HOMO (spin up / spin down): -0.10870 / -0.39366 Eh

=====

No. 7
Here is a 3-piece molecular cluster, C4H16NO3 overall from the Open Molecules 2025 dataset. Energies are from wB97M-V/def2-TZVPD.

Structure (XYZ):
```
24
Properties=species:S:1:pos:R:3:forces:R:3
C 0.608953 -0.815184 1.044811 0.943 -0.771 0.587
C 0.647628 0.606124 0.509378 -1.003 0.907 1.253
C 1.255340 0.729113 -0.849911 2.190 2.471 1.195
C 0.306824 0.084324 -1.779200 1.023 -1.631 -3.987
O -1.005037 -0.107022 -1.399141 -1.015 -1.454 -0.153
N 1.914440 -0.984422 2.028767 -4.102 -0.852 -1.086
H 0.679979 -1.644935 0.282428 0.315 1.197 0.676
H -0.328611 -1.093845 1.584112 1.273 0.508 0.127
H -0.380991 0.961002 0.344159 0.242 -0.265 0.687
H 0.992327 1.357315 1.259222 0.294 -0.848 -0.523
H 2.330360 0.378941 -0.847818 -1.252 -0.322 -0.390
H 1.415732 1.840978 -1.024421 -0.583 -1.124 -0.156
H 0.318634 0.558985 -2.809055 0.142 -0.202 1.044
H 0.622980 -0.966195 -1.988715 0.155 0.689 0.143
H -1.438152 0.624499 -1.004587 -0.544 1.610 0.274
H 1.690492 -0.495135 2.910135 0.294 0.028 0.527
H 2.783527 -0.720629 1.635293 1.733 1.024 -0.973
H 1.993382 -1.995877 2.145534 0.158 -0.703 0.745
H -2.878941 2.701281 -0.105296 -0.154 0.291 2.226
H -2.970389 2.590849 -1.449793 -0.018 -0.189 -1.759
O -2.314201 2.400902 -0.791464 0.190 -0.142 -0.434
H -1.775294 -1.487383 -0.457880 0.056 -0.587 1.163
H -2.619942 -2.556463 0.345285 0.466 0.365 0.003
O -1.849043 -1.967212 0.418148 -0.803 -0.002 -1.190
```
Positions in Å, forces in eV/Å.

Calculated values
- 2S+1: 2
- LUMO level (spin up / spin down): 0.14 / 0.12 eV
- Gap between HOMO and LUMO (spin up / spin down): 3.3454 / 10.6526 eV
- HOMO (spin up / spin down): -0.11766 / -0.38703 Eh

=====

No. 8
Here is a 4-piece molecular cluster, C4H16NO3 overall from the Open Molecules 2025 dataset. Energies are from wB97M-V/def2-TZVPD.

Structure (XYZ):
```
24
Properties=species:S:1:pos:R:3:forces:R:3
C -0.909938 1.584897 2.170714 0.228 -0.108 0.299
C 0.182874 0.675540 1.606718 0.095 -0.022 0.329
C -0.144308 0.081361 0.264970 0.085 -0.309 0.386
C -0.542996 0.733372 -0.803008 0.186 0.583 -0.107
N -0.023683 -1.398473 0.231144 -1.053 0.319 0.191
H -0.608391 1.913968 3.163685 0.105 0.221 -0.058
H -1.072249 2.454020 1.542340 -0.140 0.078 -0.018
H -1.843699 1.045341 2.331473 -0.047 0.002 -0.321
H 1.147880 1.182336 1.557242 -0.072 0.286 -0.164
H 0.362296 -0.098556 2.354814 -0.097 -0.353 -0.141
H -0.547490 1.812683 -0.720559 -0.205 0.016 -0.037
H -0.817407 0.348005 -1.774323 0.129 -0.340 0.112
H -0.825664 -1.817643 0.723704 0.243 0.117 0.041
H 0.823095 -1.712090 0.702136 0.181 -0.175 -0.413
H -0.146449 -1.754288 -0.721975 0.501 -0.458 -0.074
H 1.186348 -4.427544 -1.377522 0.258 0.299 -0.161
H 2.209496 -3.398874 -1.944095 -0.116 -0.220 0.048
O 1.370433 -3.481389 -1.474680 -0.179 0.032 0.201
H 0.980407 4.973120 0.690446 0.097 0.095 0.081
H 1.613647 5.045521 -0.685094 0.155 0.031 0.088
O 1.805872 4.795495 0.226940 -0.290 -0.144 -0.165
H -2.135002 -3.291116 -1.899895 0.134 0.404 0.249
H -1.883911 -1.829783 -2.293894 -0.197 -0.366 0.329
O -1.881581 -2.428473 -1.525390 0.001 0.013 -0.693
```
Positions in Å, forces in eV/Å.

Calculated values
- LUMO level: -2.97 eV
- Gap between HOMO and LUMO: 10.9560 eV
- Net charge: +1
- HOMO: -0.51163 Eh

=====

No. 9
Here is a 3-piece molecular cluster, C4H16NO3 overall from the Open Molecules 2025 dataset. Energies are from wB97M-V/def2-TZVPD.

Structure (XYZ):
```
24
Properties=species:S:1:pos:R:3:forces:R:3
O -1.537190 -1.299551 -1.102949 0.592 0.007 -0.200
C -1.086088 -0.004932 -1.543400 -2.487 -0.297 0.956
C -0.289546 0.647848 -0.422418 0.559 0.320 -0.364
N 0.850111 -0.333340 -0.183514 -0.196 0.745 -0.826
C 1.738518 -0.119648 0.976773 1.638 0.613 0.835
C 0.171234 2.056175 -0.842445 -0.008 0.106 1.685
H -2.479787 -1.265571 -0.924046 0.007 -0.029 0.000
H -2.032042 0.537869 -1.800631 1.200 0.271 0.143
H -0.507755 -0.119817 -2.447649 0.362 -0.027 -0.276
H -0.770309 0.708359 0.549296 -0.353 -0.241 -0.303
H 0.401872 -1.304113 -0.114667 0.842 0.806 -0.537
H 1.414026 -0.209613 -1.040681 -0.235 -0.916 0.423
H 2.798192 0.017703 0.724048 -0.275 -0.455 -0.881
H 1.748515 -1.026838 1.574309 -0.428 0.356 0.420
H 1.641171 0.832355 1.533824 -1.188 -0.771 -0.125
H -0.421864 2.735039 -0.223895 0.069 0.122 -0.109
H 1.212718 2.302042 -0.561105 -0.372 -0.284 -0.483
H -0.081029 2.312902 -1.852464 0.324 -0.119 -0.686
H 1.021536 -3.448815 0.625925 0.280 0.484 0.072
H 0.344023 -3.764730 -0.618517 -0.196 0.549 -0.549
O 0.783467 -3.005543 -0.204213 -0.011 -1.305 0.629
H -1.366208 1.342098 3.398302 -0.525 0.192 0.017
H -2.190168 1.305140 2.030538 -0.399 0.266 0.635
O -1.363394 1.104978 2.469590 0.799 -0.394 -0.475
```
Positions in Å, forces in eV/Å.

Calculated values
- LUMO level: -2.63 eV
- Gap between HOMO and LUMO: 11.9419 eV
- Net charge: +1
- HOMO: -0.53566 Eh